The following is a DFT calculation (the ωB97M-V functional and the def2-TZVPD basis) of 3 unconnected molecules or ions with the total composition C4H11NO2.

Results
HOMO energy in eV: -7.950
Spin multiplicity: 1
Molar mass in g mol⁻¹: 105.14
Electronic energy in a.u.: -364.1618
Max |F| in Eh/bohr: 0.0332

Geometry as XYZ:
```
18
Properties=species:S:1:pos:R:3:nbo_charge:R:1
C 1.7188 1.9484 -0.7458 -0.361
C 1.0331 1.3793 0.2364 -0.254
C 0.6304 -0.0421 0.3868 0.183
C -0.0542 -0.7049 -0.5580 -0.560
N 1.1847 -0.5838 1.5363 -0.817
H 1.8509 3.0229 -0.7851 0.199
H 2.0775 1.4456 -1.6266 0.199
H 0.8729 1.9380 1.1550 0.217
H 0.0647 -0.3855 -1.5902 0.210
H -0.8467 -1.4312 -0.4993 0.208
H 0.9565 -1.5407 1.7151 0.389
H 2.1219 -0.2874 1.7176 0.390
O -1.9909 -3.4253 1.4086 -0.934
H -1.8163 -3.4745 0.4597 0.466
H -2.8623 -3.8388 1.4756 0.469
O -1.4282 2.0189 -2.1146 -0.941
H -1.1550 1.5327 -1.3285 0.476
H -1.7958 2.8220 -1.7292 0.462
```